This record from OMol25 describes a structure of composition C55H38F3N11OPRuS2 at a distorted geometry. The level of theory is ωB97M-V/def2-TZVPD.

Geometry as XYZ:
```
112
Properties=species:S:1:pos:R:3:lowdin_spin:R:1
Ru 1.457 -0.287 0.737 0.826
N 3.352 1.377 0.984 0.062
C 4.681 1.320 0.441 0.007
C 5.683 2.165 0.900 0.002
C 6.976 2.030 0.421 0.002
C 7.268 1.037 -0.504 0.000
C 6.266 0.198 -0.965 0.002
C 4.956 0.351 -0.517 0.005
P 3.552 -0.702 -1.003 0.028
C 4.368 -1.925 -2.098 0.007
C 4.624 -3.191 -1.577 0.001
C 5.336 -4.128 -2.314 0.000
C 5.798 -3.806 -3.580 0.000
C 5.543 -2.545 -4.109 0.000
C 4.832 -1.610 -3.376 0.002
C 2.783 0.269 -2.369 0.000
C 3.116 1.578 -2.693 -0.001
C 2.582 2.177 -3.830 0.000
C 1.718 1.472 -4.654 -0.001
C 1.364 0.167 -4.326 0.000
C 1.892 -0.425 -3.189 0.000
H 3.372 1.029 1.949 -0.001
H 3.020 2.332 1.049 0.001
H 5.445 2.912 1.648 0.000
H 7.759 2.682 0.788 0.000
H 8.280 0.914 -0.868 0.000
H 6.513 -0.577 -1.679 0.000
H 4.269 -3.440 -0.582 0.000
H 5.536 -5.106 -1.895 0.000
H 6.359 -4.531 -4.156 0.000
H 5.909 -2.285 -5.094 0.000
H 4.658 -0.627 -3.797 0.000
H 3.800 2.132 -2.062 0.000
H 2.855 3.196 -4.076 0.000
H 1.328 1.928 -5.556 0.000
H 0.697 -0.392 -4.972 0.000
H 1.648 -1.453 -2.944 0.000
C -0.760 3.790 -2.871 0.000
N -0.117 3.141 -1.739 0.000
C 0.099 1.844 -1.506 0.000
N 0.699 1.700 -0.342 -0.002
C 0.807 2.972 0.117 0.000
N 0.336 3.877 -0.706 0.000
C -2.244 3.964 -2.654 0.000
C -2.817 5.224 -2.573 0.000
C -4.183 5.359 -2.351 0.000
C -4.981 4.241 -2.192 0.000
C -4.404 2.975 -2.261 0.000
C -3.045 2.842 -2.503 0.000
C -5.203 1.781 -2.012 0.000
N -6.461 1.673 -1.766 0.000
N -6.701 0.326 -1.529 0.000
C -5.567 -0.272 -1.647 0.000
O -4.569 0.585 -1.960 0.000
C -5.251 -1.685 -1.471 0.000
C -6.230 -2.561 -1.007 0.000
C -5.912 -3.891 -0.811 0.000
C -4.628 -4.352 -1.079 0.000
C -3.655 -3.485 -1.555 0.000
C -2.264 -3.994 -1.849 0.000
N -1.248 -3.355 -1.025 0.003
C -0.425 -2.344 -1.305 0.004
N 0.332 -2.083 -0.253 0.007
C -0.113 -2.975 0.682 0.001
N -1.057 -3.767 0.244 -0.001
C -3.971 -2.149 -1.746 0.000
H -0.560 3.182 -3.753 0.000
H -0.282 4.760 -2.988 0.000
H -0.168 1.049 -2.179 0.000
H 1.208 3.233 1.082 0.000
H -2.196 6.105 -2.679 0.000
H -4.620 6.346 -2.276 0.000
H -6.043 4.327 -2.004 0.000
H -2.608 1.852 -2.553 0.000
H -7.220 -2.178 -0.798 0.000
H -6.662 -4.575 -0.436 0.000
H -4.382 -5.393 -0.908 0.000
H -1.993 -3.832 -2.893 0.000
H -2.216 -5.060 -1.638 0.000
H -0.380 -1.862 -2.267 0.000
H 0.297 -3.044 1.673 0.000
H -3.218 -1.454 -2.101 0.000
S 2.620 -2.004 1.996 -0.029
C 2.207 -1.894 3.686 -0.001
C 2.334 -3.018 4.496 -0.002
C 2.098 -2.942 5.861 0.002
C 2.263 -4.113 6.676 0.000
N 2.413 -5.062 7.306 0.001
C 1.716 -1.715 6.426 -0.001
C 1.560 -0.605 5.611 0.005
C 1.808 -0.682 4.240 0.006
S 1.648 0.726 3.244 0.074
C 1.511 -1.599 7.844 0.000
N 1.360 -1.507 8.979 -0.001
H 2.625 -3.963 4.056 0.000
H 1.246 0.337 6.040 0.001
F -5.723 1.519 6.518 0.000
C -5.849 2.001 5.266 0.000
F -5.941 3.342 5.386 0.000
F -7.031 1.568 4.796 0.000
C -4.697 1.595 4.396 0.000
C -4.892 0.836 3.253 0.000
C -3.802 0.448 2.492 0.001
C -2.508 0.819 2.860 0.001
C -2.326 1.586 4.015 0.001
C -3.413 1.969 4.778 0.000
C -1.376 0.426 2.076 0.004
C -0.439 0.050 1.408 -0.018
H -5.892 0.548 2.961 0.000
H -3.945 -0.156 1.605 0.000
H -1.322 1.864 4.307 0.000
H -3.270 2.557 5.676 0.000
```

As for the multiplicity: 2. The value obtained for the energy relative to the best compared isomer or geometry (same formula, charge and spin) is 2.383 eV. Its total energy is -117783.028 eV. The HOMO energy (spin up / spin down) comes out at -7.22 / -7.26 eV.


This record from OMol25 describes a structure of composition C55H39BiNO6P2S4Sb at a distorted geometry. The level of theory is ωB97M-V/def2-TZVPD.

Geometry as XYZ:
```
109
Properties=species:S:1:pos:R:3:lowdin_spin:R:1
Bi -0.488 1.478 1.652 0.014
O 0.726 -3.042 -2.560 0.000
S 0.976 -1.603 -2.313 0.000
C 2.799 -1.458 -2.429 0.000
C 3.440 -2.633 -2.710 0.000
C 4.817 -2.710 -3.001 0.000
C 5.530 -1.552 -3.048 0.000
C 6.973 -1.277 -3.399 0.000
C 7.120 0.264 -3.303 0.000
C 5.764 0.758 -2.860 0.000
C 5.296 2.011 -2.597 0.000
C 3.973 2.147 -2.143 0.000
C 3.097 1.091 -1.997 0.000
P 1.532 1.397 -1.040 0.000
C 2.528 1.850 0.458 0.000
C 2.991 0.763 1.201 0.000
C 3.749 0.959 2.344 0.000
C 4.056 2.246 2.759 0.000
C 3.640 3.330 2.001 0.000
C 2.889 3.137 0.851 0.000
C 0.998 3.026 -1.700 0.000
C 0.382 3.981 -0.890 0.003
C -0.150 5.139 -1.439 0.000
C -0.086 5.355 -2.807 0.000
C 0.498 4.399 -3.626 0.000
C 1.025 3.239 -3.080 0.000
C 3.530 -0.225 -2.352 0.000
C 4.888 -0.335 -2.733 0.000
C 0.694 -0.945 -4.060 0.000
C 1.737 -0.734 -4.935 0.000
C 1.600 -0.651 -6.336 0.000
C 0.379 -0.848 -6.887 0.000
C -0.075 -0.949 -8.322 0.000
C -1.598 -1.208 -8.239 0.000
C -1.911 -1.211 -6.763 0.000
C -3.084 -1.369 -6.091 0.000
C -3.063 -1.306 -4.692 0.000
C -1.915 -1.142 -3.944 0.000
P -2.048 -0.976 -2.118 0.000
C -3.572 0.070 -2.186 0.000
C -4.871 -0.291 -1.852 0.000
C -5.897 0.644 -1.939 0.000
C -5.640 1.934 -2.372 0.000
C -4.347 2.298 -2.728 0.000
C -3.323 1.375 -2.624 0.000
C -2.717 -2.645 -1.739 0.000
C -2.516 -3.738 -2.579 0.000
C -3.027 -4.984 -2.247 0.000
C -3.743 -5.161 -1.073 0.000
C -3.920 -4.088 -0.214 0.000
C -3.405 -2.844 -0.541 0.000
C -0.651 -1.026 -4.610 0.000
C -0.725 -1.021 -6.028 0.000
H 2.827 -3.525 -2.745 0.000
H 5.269 -3.669 -3.224 0.000
H 7.206 -1.634 -4.403 0.000
H 7.641 -1.788 -2.703 0.000
H 7.394 0.695 -4.268 0.000
H 7.894 0.554 -2.590 0.000
H 5.924 2.889 -2.691 0.000
H 3.636 3.138 -1.865 0.000
H 2.746 -0.243 0.876 0.000
H 4.088 0.106 2.919 0.000
H 4.624 2.406 3.667 0.000
H 3.894 4.338 2.303 0.000
H 2.591 3.997 0.267 0.000
H 0.301 3.840 0.179 0.003
H -0.628 5.858 -0.787 0.000
H -0.500 6.259 -3.236 0.000
H 0.535 4.552 -4.698 0.000
H 1.463 2.487 -3.727 0.000
H 2.739 -0.652 -4.560 0.000
H 2.484 -0.479 -6.939 0.000
H 0.441 -1.765 -8.832 0.000
H 0.141 -0.032 -8.873 0.000
H -1.867 -2.167 -8.686 0.000
H -2.166 -0.435 -8.760 0.000
H -4.021 -1.527 -6.613 0.000
H -4.006 -1.396 -4.168 0.000
H -5.089 -1.297 -1.521 0.000
H -6.901 0.356 -1.653 0.000
H -6.438 2.664 -2.405 0.000
H -4.132 3.310 -3.045 0.000
H -2.305 1.658 -2.873 0.000
H -1.935 -3.631 -3.483 0.000
H -2.859 -5.825 -2.909 0.000
H -4.154 -6.133 -0.826 0.000
H -4.456 -4.218 0.718 0.000
H -3.525 -2.020 0.149 0.000
O 1.878 -1.635 6.660 0.000
C 1.545 -0.925 5.554 0.001
C 1.446 0.454 5.561 0.006
C 1.061 1.090 4.391 0.003
N 0.811 0.414 3.277 0.011
C 0.932 -0.916 3.256 0.001
C 1.310 -1.626 4.368 0.005
C 0.662 -1.580 1.913 0.000
O 1.046 -2.729 1.743 0.000
O 0.095 -0.814 1.058 0.003
C 0.919 2.564 4.269 0.032
O 1.107 3.319 5.212 0.018
O 0.504 2.978 3.101 0.050
H 1.932 -1.038 7.414 0.000
H 1.609 1.058 6.445 0.000
H 1.414 -2.700 4.324 0.000
S -2.223 3.675 1.782 0.125
Sb -1.939 4.120 4.055 0.675
S -1.945 1.710 4.881 0.051
S -2.278 0.585 3.218 -0.003
```

As for the multiplicity: 2. The value obtained for the energy relative to the best compared isomer or geometry (same formula, charge and spin) is 1.036 eV. Its total energy is -145744.534 eV. Its charge is -1. The HOMO energy (spin up / spin down) comes out at -3.35 / -4.98 eV.


This record from OMol25 describes a structure of composition C55H40BrNO6P2STi at a distorted geometry. The level of theory is ωB97M-V/def2-TZVPD.

Geometry as XYZ:
```
107
Properties=species:S:1:pos:R:3:mulliken_charge:R:1
Ti -0.068 0.371 0.151 -0.595
O 1.717 0.997 0.219 -0.566
S 2.477 0.074 1.196 2.015
C 3.536 1.095 2.222 -0.135
C 4.868 0.773 2.396 -0.273
C 5.695 1.447 3.299 -1.649
C 5.158 2.470 4.036 -0.186
C 5.760 3.369 5.063 -0.758
C 4.605 4.295 5.515 -0.797
C 3.414 3.826 4.743 0.139
C 2.100 4.216 4.754 -1.061
C 1.188 3.495 3.975 -0.284
C 1.535 2.426 3.153 0.458
P 0.092 1.491 2.484 3.574
C -0.987 2.893 2.018 0.309
C -2.248 3.127 2.557 -0.057
C -3.003 4.196 2.092 -0.693
C -2.510 5.018 1.095 -0.756
C -1.250 4.789 0.556 -0.647
C -0.487 3.733 1.016 -0.803
C -0.654 0.741 3.990 0.267
C -0.183 1.002 5.275 -0.781
C -0.756 0.374 6.367 -0.841
C -1.789 -0.532 6.199 -0.739
C -2.241 -0.817 4.922 -0.962
C -1.679 -0.193 3.825 -0.171
C 2.905 2.067 3.044 -1.791
C 3.791 2.772 3.892 1.405
C 3.611 -0.740 0.091 -0.513
C 4.711 -0.137 -0.484 0.458
C 5.656 -0.872 -1.217 -1.715
C 5.513 -2.236 -1.283 0.301
C 6.375 -3.311 -1.860 -0.854
C 5.664 -4.640 -1.502 -0.789
C 4.381 -4.231 -0.857 -0.126
C 3.301 -4.935 -0.387 -1.277
C 2.206 -4.228 0.123 0.370
C 2.174 -2.847 0.250 -0.554
P 0.567 -2.073 0.705 2.189
C 0.441 -2.677 2.437 1.160
C 0.950 -1.881 3.464 -0.161
C 0.950 -2.332 4.772 -0.886
C 0.453 -3.589 5.072 -0.932
C -0.048 -4.389 4.058 -0.987
C -0.057 -3.940 2.748 -0.624
C -0.601 -3.110 -0.241 0.729
C -0.270 -3.607 -1.503 -0.697
C -1.192 -4.349 -2.221 -0.859
C -2.457 -4.575 -1.702 -0.854
C -2.809 -4.041 -0.473 -0.827
C -1.891 -3.302 0.254 -0.621
C 3.334 -2.113 -0.103 -0.902
C 4.367 -2.832 -0.726 1.115
H 5.304 -0.034 1.829 0.711
H 6.724 1.152 3.408 0.510
H 6.167 2.787 5.894 0.327
H 6.595 3.933 4.643 0.318
H 4.423 4.219 6.588 0.296
H 4.821 5.343 5.296 0.328
H 1.760 5.034 5.368 0.501
H 0.144 3.778 4.039 0.674
H -2.633 2.485 3.338 0.486
H -3.979 4.381 2.512 0.485
H -3.110 5.835 0.722 0.437
H -0.872 5.428 -0.227 0.467
H 0.498 3.536 0.591 0.308
H 0.630 1.693 5.433 0.239
H -0.385 0.596 7.354 0.469
H -2.235 -1.013 7.054 0.448
H -3.035 -1.532 4.773 0.569
H -2.049 -0.441 2.841 0.106
H 4.858 0.926 -0.346 0.722
H 6.493 -0.359 -1.662 0.547
H 6.459 -3.194 -2.942 0.315
H 7.385 -3.261 -1.453 0.364
H 5.489 -5.263 -2.380 0.333
H 6.256 -5.233 -0.800 0.312
H 3.261 -6.011 -0.435 0.519
H 1.332 -4.791 0.416 0.517
H 1.352 -0.897 3.250 0.202
H 1.336 -1.698 5.557 0.587
H 0.457 -3.945 6.091 0.472
H -0.433 -5.371 4.287 0.499
H -0.463 -4.577 1.977 0.366
H 0.716 -3.429 -1.917 0.432
H -0.921 -4.755 -3.185 0.515
H -3.172 -5.158 -2.261 0.460
H -3.802 -4.197 -0.083 0.508
H -2.168 -2.869 1.207 0.485
O 0.693 -0.754 -6.037 -0.520
C 0.615 -0.609 -4.731 0.699
C 1.688 -0.283 -3.887 -0.820
C 1.470 -0.169 -2.533 -0.799
N 0.281 -0.356 -1.941 0.760
C -0.743 -0.642 -2.757 0.229
Br -2.454 -0.861 -1.989 0.106
C -0.633 -0.785 -4.122 -0.784
H 1.568 -0.580 -6.411 0.333
H 2.677 -0.105 -4.283 0.431
H 2.293 0.094 -1.877 0.451
H -1.495 -1.011 -4.728 0.583
O -2.858 2.762 -0.863 -0.497
C -2.167 1.883 -0.447 0.872
O -0.918 1.638 -0.732 -0.341
C -2.663 0.770 0.557 0.281
O -3.770 0.675 0.985 -0.520
O -1.646 -0.028 0.795 -0.063
```

As for the multiplicity: 1. The value obtained for the energy relative to the best compared isomer or geometry (same formula, charge and spin) is 0.608 eV. Its total energy is -194020.522 eV. Its charge is +2. The HOMO energy comes out at -13.02 eV.


This record from OMol25 describes a structure of composition C55H42AuOP3Si at a distorted geometry. The level of theory is ωB97M-V/def2-TZVPD.

Geometry as XYZ:
```
103
Properties=species:S:1:pos:R:3:mulliken_charge:R:1
Au 0.140 0.341 -0.413 0.993
C -5.271 -3.488 -1.546 -0.792
C -5.217 -2.150 -1.184 -0.609
C -4.023 -1.596 -0.762 -0.550
C -2.877 -2.382 -0.693 0.061
C -2.922 -3.724 -1.081 -0.358
C -4.125 -4.267 -1.492 -0.737
P -1.332 -1.663 -0.055 2.281
C -0.097 -2.688 -0.872 0.290
C -0.111 -2.609 -2.268 -0.336
C 0.746 -3.390 -3.013 -1.171
C 1.603 -4.272 -2.366 -0.674
C 1.607 -4.356 -0.982 -0.926
C 0.785 -3.541 -0.221 -0.602
C -1.282 -2.027 1.723 0.272
C -1.898 -3.203 2.146 -0.722
C -1.832 -3.570 3.479 -0.852
C -1.169 -2.763 4.390 -0.900
C -0.574 -1.586 3.967 -0.579
C -0.627 -1.192 2.635 1.018
Si 0.200 0.425 2.054 0.938
C -0.696 2.053 2.472 0.089
C -0.597 2.665 3.718 -0.811
C -1.135 3.919 3.947 -0.923
C -1.781 4.599 2.925 -0.973
C -1.917 4.008 1.684 -0.411
C -1.367 2.747 1.461 0.763
P -1.755 1.970 -0.126 1.801
C -3.552 1.884 0.034 0.672
C -4.024 1.178 1.146 -0.565
C -5.379 1.113 1.392 -0.625
C -6.268 1.741 0.528 -0.752
C -5.797 2.436 -0.576 -0.727
C -4.440 2.503 -0.840 -0.730
C -1.351 3.038 -1.507 0.219
C -0.558 4.176 -1.404 -1.212
C -0.198 4.853 -2.558 -0.781
C -0.574 4.369 -3.804 -0.731
C -1.324 3.206 -3.911 -0.311
C -1.691 2.520 -2.766 -1.099
C 2.033 0.648 2.486 1.104
C 2.444 0.927 3.785 -0.955
C 3.759 1.255 4.066 -1.041
C 4.689 1.328 3.041 -0.891
C 4.313 1.026 1.744 -0.698
C 2.993 0.679 1.466 0.079
P 2.587 0.069 -0.207 1.502
C 3.521 1.052 -1.404 0.726
C 4.853 0.786 -1.724 -0.133
C 5.482 1.528 -2.707 -0.993
C 4.799 2.535 -3.373 -0.815
C 3.481 2.813 -3.045 -0.762
C 2.844 2.079 -2.062 -0.174
C 3.403 -1.548 -0.155 0.866
C 3.953 -2.117 -1.303 -0.561
C 4.633 -3.318 -1.209 -0.852
C 4.732 -3.977 0.008 -0.858
C 4.129 -3.442 1.135 -0.602
C 3.466 -2.232 1.059 -1.201
H -6.201 -3.920 -1.883 0.425
H -6.102 -1.535 -1.235 0.498
H -3.973 -0.554 -0.487 0.472
H -2.032 -4.337 -1.049 0.555
H -4.163 -5.308 -1.777 0.456
H -0.829 -1.956 -2.750 0.716
H 0.728 -3.330 -4.090 0.492
H 2.257 -4.903 -2.948 0.443
H 2.247 -5.070 -0.488 0.608
H 0.797 -3.595 0.859 0.474
H -2.413 -3.831 1.432 0.483
H -2.303 -4.486 3.802 0.467
H -1.118 -3.049 5.431 0.459
H -0.063 -0.962 4.684 0.381
H -0.100 2.150 4.524 0.379
H -1.049 4.365 4.926 0.452
H -2.189 5.582 3.100 0.471
H -2.442 4.510 0.881 0.578
H -3.316 0.684 1.803 0.304
H -5.742 0.568 2.249 0.487
H -7.329 1.683 0.714 0.445
H -6.488 2.932 -1.240 0.480
H -4.078 3.049 -1.699 0.414
H -0.233 4.532 -0.436 0.487
H 0.392 5.753 -2.484 0.485
H -0.269 4.889 -4.699 0.469
H -1.607 2.822 -4.879 0.481
H -2.299 1.623 -2.823 0.717
H 1.729 0.882 4.592 0.327
H 4.054 1.464 5.083 0.465
H 5.708 1.608 3.255 0.467
H 5.039 1.065 0.943 0.442
H 5.393 -0.002 -1.219 0.572
H 6.510 1.312 -2.955 0.462
H 5.296 3.103 -4.142 0.434
H 2.948 3.596 -3.561 0.503
H 1.814 2.293 -1.798 -0.100
H 3.864 -1.617 -2.257 0.588
H 5.094 -3.736 -2.090 0.504
H 5.267 -4.911 0.073 0.437
H 4.184 -3.958 2.081 0.474
H 3.013 -1.808 1.943 0.439
O 0.466 0.296 -3.617 -0.169
C 0.109 0.744 -2.630 -0.102
```

As for the multiplicity: 1. The value obtained for the energy relative to the best compared isomer or geometry (same formula, charge and spin) is 0.000 eV. Its total energy is -99189.282 eV. Its charge is +2. The HOMO energy comes out at -12.45 eV.


Question: The highest energy relative to the best compared isomer or geometry (same formula, charge and spin) belongs to which entry?
Answer: C55H38F3N11OPRuS2